Record 1
Here is a cluster of 8 separate species, C40H102N6O16 in total in a non-equilibrium geometry from OMol25. Energies are from ωB97M-V with the def2-TZVPD basis set.

Positions of all 164 atoms, in Å:
O -0.0581 -6.9549 -3.3885
C -2.8589 -2.8133 4.2877
H 0.0778 -0.7364 3.1287
H -4.0059 -7.7550 1.4172
O -1.7550 -1.2936 1.3450
H 2.2405 -0.3725 -1.4100
O -2.2923 -8.1766 2.4193
H -2.2367 5.3681 2.4009
H 0.6569 9.8460 -1.3245
C 1.5066 0.4332 -1.4301
C 0.1621 6.8902 -2.3799
H 0.9761 0.1264 -5.0149
H -2.5298 2.6486 -0.8396
H -1.3711 -8.3620 2.2226
H 3.8155 -3.8123 1.0046
N -4.7202 -2.6379 2.7644
O -5.1080 -2.6821 -0.0759
C -2.9337 -7.7591 1.2211
H -0.3876 9.9113 2.3220
H -0.9074 6.8996 -2.5904
H 3.2586 -1.5164 -6.2648
H -2.6171 -3.6118 -4.8172
H 3.8713 -1.7204 -3.3870
H -1.7888 9.5635 1.4013
O 0.1361 9.0658 0.5762
H -4.6435 -1.6437 4.5284
H -2.1379 1.2767 0.3040
H 3.9534 1.5215 -0.6387
C -5.0334 -3.9877 -0.6423
H 3.9359 -4.2885 -1.7746
O 0.3895 6.7330 -1.0008
C -0.6846 -1.0500 -4.3184
H 1.5014 4.3469 -0.5626
H 0.9505 -1.6321 -5.5782
H 0.8675 0.4384 -0.5471
H 2.3438 3.0231 2.6606
H 1.6651 -2.4605 -3.4875
H 3.3086 5.9875 7.8205
H -1.6531 7.8748 3.1540
N 1.1176 3.9258 4.1721
C 1.7308 7.0106 -0.5615
H 0.9115 3.8870 2.1110
H -3.2955 -3.7334 4.6762
C -2.3615 -2.7099 -4.2609
C 0.8234 -0.9224 -4.7607
H 0.0535 7.5184 2.6734
H -3.0919 -2.0410 -4.7160
N 2.4493 4.6326 -0.3627
H -2.4941 -2.4953 -0.2896
H -1.0129 -8.3694 -2.1184
H -0.6434 6.8030 0.6141
C -0.0077 -0.0815 3.9959
H 0.8855 0.1423 -2.2773
H 0.9303 -4.1252 -2.7586
C 3.5633 -2.1628 -5.4417
H -2.2565 -2.4055 5.0994
H 3.5604 -2.6523 -0.3568
H -0.7577 -5.9211 -5.0220
H -1.3102 -0.2890 -4.7850
H 4.9510 -4.4337 -5.3758
C 3.2241 4.9309 7.5664
H -0.3642 -4.3206 2.7278
H -1.9133 -0.9479 -0.6009
H 2.4705 -2.6112 0.9097
H 6.4519 -3.7034 -5.0414
C 3.4443 3.6142 -0.7679
H 3.7049 -5.7492 -0.7317
H -6.7735 -3.3667 1.0586
H -3.4713 -0.9599 3.4338
O -0.2640 -3.8182 -0.2799
H 2.0191 5.6909 3.5170
C -0.8050 9.1638 1.6474
O -1.0097 -2.4196 -4.5617
C -0.7821 -3.8519 3.6187
H 3.8235 3.7560 -1.7800
H 0.4607 7.9132 -2.6090
H 2.6762 5.7372 -2.0818
O -1.6967 3.1952 0.9398
C -1.2125 -7.5640 -2.8252
H -2.2709 4.8243 -0.1118
O 0.6692 1.1138 3.8900
H -0.6485 2.4740 3.2464
O -1.2046 -6.4092 0.3084
H 1.5333 -6.1146 -1.9643
C 0.3168 2.0855 2.9220
H -1.8257 -2.0134 1.9763
O 4.9646 -2.4367 -5.6646
H -5.2957 -0.8626 1.8324
C 3.0858 -3.3230 0.3595
H 1.9435 8.0496 -0.8131
H 0.7491 6.2161 -3.0036
H 1.8055 -5.8069 -4.9979
H -0.5240 4.5300 0.0109
H 3.4355 -0.3860 -4.4016
O -1.9983 -3.2720 3.2118
H 0.6421 -4.0622 -0.4827
C 2.3161 -5.5018 -2.4112
H -0.8882 -5.5594 -0.0068
H -6.5708 -1.5166 2.7743
N 1.7117 -4.4816 -3.2901
C 1.1272 -5.1066 -4.5104
H 3.1259 4.5346 4.2276
C 3.0410 2.1178 -0.6415
C 3.1866 -1.4241 -4.1816
H 1.7967 7.0089 0.5265
H 0.2725 1.7309 1.8923
C -1.3314 5.4077 1.7951
H 0.9157 -4.2591 -5.1625
C 2.7229 5.9241 -1.0090
H 3.1450 4.4666 8.5493
H 4.3217 3.8374 -0.1609
N 1.7710 -1.4999 -3.7810
C -1.7129 -1.8089 0.0368
H 0.8995 6.0661 5.7238
H 0.4550 -2.0047 0.2093
H 0.3319 -0.6055 4.8893
O 2.3439 -4.3250 -0.3566
C -6.1923 -2.4756 0.8214
H -5.8174 -4.0382 -1.3978
C 1.9178 5.6901 5.6256
H 3.6992 6.3629 -0.8030
H -4.1416 -4.0237 -1.2680
C -0.2280 -5.7311 -4.0885
H -1.7608 -6.7825 -2.2992
H -0.9403 -4.6805 4.3091
H -0.2165 10.9157 -0.1877
H -4.0849 -3.0335 2.0861
H -0.8862 2.1166 -0.5624
C -1.4653 4.5290 0.5605
O 2.0723 4.8608 6.7940
H -1.8643 -7.9565 -3.6057
H -0.1037 -3.0812 3.9846
C 2.1243 4.9557 4.3148
O 2.1182 1.6896 -1.6647
H -0.0097 -2.0984 -1.3837
C -2.4957 -6.3256 0.8370
C -0.1098 9.8936 -0.5512
H -0.4415 5.1486 2.3686
C 3.2198 -4.9256 -1.2556
H -6.7683 -1.7241 0.2814
H 4.0515 4.5234 6.9854
H -3.2303 -5.9350 0.1328
H -2.4643 -5.6684 1.7060
C -3.9270 -1.8990 3.7477
C -0.9394 7.8116 2.3326
H 5.1211 -3.4457 -3.8858
H -5.0319 -4.7286 0.1572
H 1.3240 3.0777 4.6802
H 2.4996 2.0268 0.3001
H 2.6142 6.5285 5.6101
H -0.8863 -5.1591 -3.4346
H -2.6665 -8.5105 0.4780
C 5.3803 -3.5311 -4.9411
H 2.9418 -3.0381 -5.6304
H 2.9525 -6.1487 -3.0151
C -0.3533 -2.4120 -0.3980
H -1.0430 0.2361 4.1198
C 1.3089 3.2591 2.9085
C -1.8536 2.2564 -0.0800
N -1.3511 6.7934 1.3347
H -2.4724 -2.7891 -3.1795
H -0.7797 -0.9147 -3.2410
C -5.7565 -1.8101 2.1119
H -1.0449 9.6294 -1.0450

***

Record 2
Here is a structure of composition C40H103N5O13 in a non-equilibrium geometry from OMol25. Energies are from ωB97M-V with the def2-TZVPD basis set.

Positions of all 161 atoms, in Å:
H -3.8116 1.2945 0.8326
H 0.2034 4.4383 1.1783
C -2.8605 -1.7801 -1.9568
H 0.5112 -1.3973 -3.6186
H 1.6528 -4.2886 -2.1087
H -3.3385 0.0729 1.8283
C -1.6826 -0.9059 -3.9520
H 0.1443 -3.0048 4.6867
H -2.4806 -1.2772 1.0871
H -3.2825 -2.1710 -3.8456
H -2.8127 2.2429 1.9540
H 0.3231 -1.7044 -3.1176
H 6.4808 -0.7117 -1.0118
H -5.9752 4.0898 -0.2252
C -0.4278 -3.2541 3.7931
C -0.2225 -0.6200 -3.4049
H 2.3775 -3.2612 -3.2637
C -4.0109 -1.5805 1.3883
H 3.4301 -3.4782 -0.3604
H -3.2595 0.3555 -1.9302
O 2.1233 4.8301 -2.0909
N 4.6099 -2.6726 -1.8703
H 4.1174 1.2083 -1.8396
H 4.3356 3.2431 0.9151
C 4.4179 1.2999 0.0021
H -2.7209 0.9829 3.9905
H 6.0113 0.3939 -2.2996
C 2.2440 -3.3763 -2.1881
H -0.5263 -1.6259 -1.5333
N -2.0301 -1.4215 4.3800
H 3.4602 0.2712 -4.9081
N -2.4197 -1.9865 -3.3540
H -2.2705 0.0101 -3.8945
C -0.2559 0.1968 0.0715
H 2.9408 -0.3173 0.5439
H 2.1348 1.6723 -1.6355
H 0.8492 1.4451 1.9350
H -4.7681 -4.3880 2.7853
H -1.6012 -0.9556 3.5932
H -3.3140 1.3831 -0.3684
C -1.6339 0.7274 0.6084
H -5.8867 2.7849 4.6962
H -0.2817 -0.7303 -0.5012
H -4.0237 -0.4714 -0.6808
C -2.3496 -0.3210 1.5937
H -6.4918 2.7745 0.8713
O -4.7384 -3.4296 2.7386
H 0.8643 3.2030 -2.1759
H 2.2181 -0.9310 -2.8781
O -4.7364 4.1993 2.1500
H 9.3129 -1.2586 -2.5455
H -1.1261 1.9478 -3.6166
H 4.6506 -0.4657 1.1291
H -1.3703 -2.9261 1.3318
H -5.5340 2.3722 -0.5234
C 5.8590 -2.8191 -1.1239
C 0.7605 2.2740 2.6373
C -0.2839 -2.8802 1.4081
O -0.0059 -2.4031 2.7191
H 5.2993 0.3708 -4.6744
H -3.7115 3.7820 0.3694
O 0.4211 1.1883 -0.6505
H -2.2832 2.0736 3.7123
H 6.3579 -3.7347 -1.4414
C 3.3095 4.1035 -2.4902
H 10.0593 -1.5485 -0.9806
C 0.1725 -2.1883 -2.1526
H 0.1481 -3.8774 1.3244
H -6.4061 -1.1879 -1.0732
H -2.5651 -3.6451 0.1443
H -1.6449 -1.0124 -5.0361
H -3.2101 0.8141 5.6545
H 3.8857 -4.6668 -1.4957
H -4.4168 1.6750 2.5041
C -3.4186 -0.9547 4.4928
H 0.2856 2.5966 -4.3375
H 2.2623 0.6911 -2.4489
H 6.8995 -1.5711 -2.5654
C -0.0501 1.7887 -3.6873
H -0.4144 -4.3262 3.5967
H 0.3992 -0.0851 0.8958
H -6.8564 -1.4175 -2.7092
O 1.4642 -2.2800 -1.5669
H 2.3164 0.5411 -0.2407
H -2.3597 -3.3776 4.9537
H 4.4707 2.0798 2.1094
H -4.4444 2.7033 5.7065
H -1.3556 0.6186 3.3845
H 0.1310 4.5648 -1.5874
H 0.1530 -2.1610 0.7153
H -3.7533 -1.2849 0.3712
H -0.3208 -3.1358 -2.3690
H -3.9139 -1.2068 3.5551
C 9.1270 -1.2691 -1.4715
C -3.0472 -3.9947 1.0572
C -3.7757 -0.5846 -1.7361
H -0.1587 -0.5415 -2.3196
H -3.1478 -1.3155 1.9990
C -1.9306 -2.8327 4.1129
H 1.5149 4.3155 3.0054
H 4.1597 -0.8851 -0.4695
C -6.0103 -1.5265 -2.0307
H 3.6826 3.4095 -1.7370
C 4.3016 0.5354 -4.2675
H 2.1235 2.7101 -0.0613
C 1.2469 3.3508 -0.1570
H 5.4808 1.1872 -0.2115
H 2.8294 -0.5083 -1.2795
O -0.5529 2.5718 2.8950
H -3.9824 -1.4093 5.3073
O -4.7746 1.0385 4.3478
C 3.9940 -0.1502 0.3183
H 0.3921 2.6749 -0.1354
C -3.8344 2.0169 1.6486
N -2.4259 0.9319 -0.5357
H -5.7419 -2.5817 -1.9784
C -1.2745 1.6610 3.6926
H -5.0659 -3.4391 0.7455
C -4.8650 2.4084 4.7451
C 2.8425 -0.2241 -2.3317
H -1.4180 1.6407 1.1629
C 6.7730 -1.6488 -1.4856
C 4.0174 2.2227 1.1285
H 0.4107 2.0096 -2.7246
H -4.3328 3.0408 4.0344
H -4.9457 5.0604 1.7808
H -1.8554 1.5641 -1.0788
C 1.6337 3.5394 2.2494
O 8.0512 -2.0144 -0.9484
C 3.5569 -3.6295 -1.4324
H -0.9211 1.6084 4.7224
H -2.3362 -3.9802 1.8833
O 3.6850 1.6796 -1.1238
H 4.6506 -1.1300 -3.0780
H 8.9477 -0.2262 -1.2102
N 1.1797 4.2138 1.0497
C -4.2731 -3.1355 1.4292
C -4.4486 3.3567 1.0505
C 1.6920 0.8450 -1.0808
H -2.0069 -1.7372 -1.2803
H 1.6047 0.0152 -1.7822
H -3.4614 -4.9974 0.9514
H 5.7090 -2.8710 -0.0455
H 1.2642 1.9965 3.5632
O 0.3521 0.4760 -4.1453
H 4.1176 4.7735 -2.7839
H -4.8986 -1.0462 1.7269
H 2.6805 3.2356 2.2394
H -3.3847 -2.6663 -1.5992
H 3.1582 3.4317 -3.3351
H 2.9347 2.3437 1.1629
C 1.0833 4.0399 -1.5128
H 4.1952 -1.7519 -1.8893
H 4.2401 1.5971 -4.0286
C 4.2433 -0.1360 -2.8931
O -4.9810 -0.6854 -2.5471
O 5.1120 0.4532 -1.9691
H -1.8510 -0.4171 2.5582
H -2.5379 -3.1120 3.2520
C -3.4674 0.5210 4.6366
C -5.6894 3.1425 0.2320

***

Record 3
Here is a cluster of 8 separate species, C40H103N7O13 in total in a non-equilibrium geometry from OMol25. Energies are from ωB97M-V with the def2-TZVPD basis set.

Positions of all 163 atoms, in Å:
H -0.3526 -6.0921 1.1159
H 5.3376 1.6224 -1.3674
H 0.2342 6.1189 0.9308
H -1.2053 2.7909 -1.4252
H -3.0602 4.0868 -0.8063
C 1.1221 -3.0221 2.5865
N -4.9200 3.5565 2.3959
H -6.8339 4.3260 2.3255
H -2.1800 2.1582 -5.2935
H -1.9782 -0.0816 3.5968
H -0.9164 -5.7870 -1.7555
C -3.0646 -3.8388 1.7175
C 4.6675 0.8048 -1.6331
N 5.4025 -0.2282 -2.2802
H -1.6380 5.5669 2.5024
H -2.2369 3.4067 1.4079
H -2.7342 4.1239 -2.6939
H -3.2551 2.9826 5.2312
H -3.8914 -3.4880 1.0999
H -1.9746 0.8031 5.0054
H -2.5634 -4.2487 -0.8927
O 2.0176 -6.8710 2.3442
H -0.7965 -0.0635 -3.9715
H -2.4595 0.5570 -1.5802
H -1.2591 7.1759 4.4242
N 3.9260 -2.7926 -3.5335
N -3.1032 3.1089 -1.0550
H -4.4779 2.7043 2.0824
H -1.0993 4.3893 -5.1978
C -1.5841 2.3833 -4.4090
H -3.7961 2.7104 -0.4375
H -6.0423 4.2717 0.0113
H 5.8323 -1.0789 -0.3433
C 1.6359 2.9611 -2.1287
H 1.3246 -3.5017 1.6288
H 4.0541 -3.2206 -4.4393
H -3.0321 7.4806 -2.0554
C -1.3705 3.9146 -4.2548
H -6.7530 2.5852 2.4692
C -0.8381 -3.4420 -4.0732
H 0.3095 -4.9807 3.0032
H 1.6808 -3.4181 -4.6548
H -7.6067 3.3599 0.3189
H 6.2443 -5.0378 -2.6373
H -4.2556 6.3828 -2.6391
N -2.5682 4.5168 -3.6094
H 1.2449 -1.8470 -3.8987
C 7.0870 -1.9084 -1.9072
O 2.8048 2.2674 -1.5581
H 1.7453 -5.4202 0.3397
H 3.1681 -6.7593 4.1104
H -1.0468 4.2130 0.4052
C -6.3065 3.4426 1.9655
H -0.1970 -4.2427 6.6383
C -2.0560 0.9537 3.9289
H -2.8895 0.6919 0.1146
C -3.2303 6.4310 -2.2722
H 3.4925 -2.3563 -0.8800
O 0.4383 -3.6969 4.7449
H 3.8080 -7.8558 2.9685
H -1.5895 -1.3958 0.9068
H -7.3410 1.9919 -1.6209
H -0.5816 -3.8360 -5.0566
C -1.4630 3.2381 0.6591
H 7.0294 -0.0374 -1.0412
H -1.2092 -2.4253 -4.2024
H 0.6194 -0.0125 -4.9947
H -2.1036 1.9748 -3.5422
C 2.8628 -7.4357 3.3121
O 3.6936 0.2411 3.5538
C 0.2466 -4.6953 5.7515
O 6.3502 -3.1386 -1.9214
H 1.5247 -8.3638 1.0288
C 2.6689 -3.1037 -2.8279
H -1.3542 5.7980 -2.5829
H 1.9280 -4.6952 3.6906
H 0.9080 2.2396 -2.4998
C -0.8747 6.3261 2.6726
C 2.0642 -7.4167 1.0332
C 1.4411 -2.9048 -3.7236
H -2.6134 3.4726 3.7088
C -6.2612 2.0239 -1.4758
H -0.0076 5.8163 3.0924
O -5.8974 2.2377 -0.1332
C -0.3554 6.9164 1.3829
H 4.6847 -3.1209 -2.9533
H 4.2554 0.5752 -0.6505
H -2.6481 -5.7538 0.1043
H -0.0561 -4.5616 -0.8764
H -2.1309 6.5522 -4.0793
H -0.4752 -5.4627 5.4719
H 0.2304 7.8031 1.6253
H 4.5813 1.4544 4.9094
H -1.1146 7.1456 0.6352
C -2.0818 -4.8504 -0.1218
H 1.8476 -2.7005 -0.8779
H 7.2161 -3.9074 -3.6720
O -3.3100 1.5698 3.6765
H -3.8759 5.7316 0.8919
H -3.4602 -4.8061 2.0272
O -1.8175 -4.0907 1.0441
O -2.9626 5.8453 -0.9767
H 2.5567 -1.3807 0.9529
H 3.8722 1.8263 -3.3561
H 1.6533 -0.2936 2.1526
H 3.1229 -7.5058 0.7897
H 1.6936 -6.5117 -0.9416
H -2.9206 -3.1539 2.5531
C 1.3562 -6.4071 0.0896
C -2.1254 0.9482 -0.6193
C -4.8075 3.5512 3.8548
H -1.6886 -3.9890 -3.6664
O -0.2452 1.8039 -4.5777
H -5.9335 2.7938 -2.1744
C 3.4789 1.3656 -2.4499
C 2.4520 -1.0136 1.9739
O 0.2905 -3.4987 -3.1775
H 4.0241 0.5100 1.5401
N 2.2748 -2.1800 2.8756
H 2.8514 0.5605 -2.8323
C -2.2283 5.8769 -3.2293
C -1.8886 2.4845 -0.6331
H 7.5210 -1.5795 -2.8515
C -0.7192 -5.4172 -0.7493
H -1.0078 0.0992 -5.6225
C -0.9813 -1.1776 0.0290
H 5.4660 1.5341 3.4050
H 7.8624 -4.5931 -2.2219
H -0.5384 4.0778 -3.5699
H 2.0421 -1.7732 3.7702
C -6.5224 3.3859 0.4272
C 6.9435 -4.2019 -2.6586
O -0.8834 0.2842 -0.1595
C -3.7663 6.4404 0.0711
H -5.5998 2.9733 4.3306
H -1.3997 -1.7168 -0.8208
H -3.4355 7.3950 0.4802
H 1.1725 3.4756 -1.2868
H -4.7815 6.6391 -0.2724
H -4.8133 4.6135 4.0990
H 2.4636 -1.2048 -1.6138
H -0.6797 2.7002 1.1932
C -0.3530 0.4497 -4.8247
H 4.6395 -1.0256 2.1421
C 4.8768 0.8704 4.0378
H 0.2319 -2.4030 2.4758
C 6.2774 -0.7848 -1.2939
C 2.6173 -2.2803 -1.5253
C -3.4187 2.8911 4.1575
C 3.8332 -0.2994 2.2447
H -0.0623 -1.6804 0.3303
N -0.0757 -6.3722 0.1859
H 7.9658 -2.1213 -1.2986
H 1.1917 -5.0983 6.1153
H 4.7416 -0.9108 -2.6227
H 1.8664 3.7706 -2.8214
H 2.3405 -8.2414 3.8281
H 2.6420 -4.1566 -2.5472
C 0.9641 -4.2401 3.4627
O -1.4134 7.3732 3.4974
H 5.5313 0.0758 4.3962
H -1.2533 1.5958 3.5662
H -5.8478 1.0379 -1.6879

***

Looking at total energy for the records above, in order, we have -84822.9699; -77174.1631; -80188.2606 eV.
Looking at energy relative to the best compared isomer or geometry (same formula, charge and spin) for the records above, in order, we have 1.945; 38.371; 0.557 eV.